Formula: C21H23NO7
Source: the OMol25 dataset
Level of theory: ωB97M-V/def2-TZVPD

Computed properties:
- energy above the lowest of the compared OMol25 structures with the same formula, charge and spin (kJ/mol) = 41.7
- total charge = 0
- E_tot (hartree) = -1395.4952
- F_max (eV Å⁻¹) = 0.7
- Kohn-Sham gap (eV) = 8.7

Positions of all 52 atoms, in Å:
C (-2.809, -3.242, -2.741)
O (-2.106, -2.026, -2.657)
C (-2.490, -1.119, -1.719)
C (-1.758, 0.068, -1.693)
C (-2.068, 1.051, -0.768)
N (-1.286, 2.213, -0.774)
C (-1.136, 3.133, 0.206)
O (-1.809, 3.232, 1.208)
C (0.017, 4.115, -0.063)
O (0.968, 3.672, -1.005)
C (1.706, 2.562, -0.728)
C (2.601, 2.182, -1.724)
C (3.372, 1.039, -1.577)
O (4.227, 0.707, -2.543)
C (3.238, 0.248, -0.408)
C (2.311, 0.639, 0.578)
C (1.567, 1.800, 0.427)
O (2.093, -0.076, 1.695)
C (2.520, -1.446, 1.700)
C (2.457, -1.888, 3.160)
C (1.552, -2.271, 0.846)
C (3.947, -1.554, 1.160)
C (4.081, -0.908, -0.201)
O (4.890, -1.316, -1.029)
C (-3.109, 0.876, 0.138)
C (-3.833, -0.307, 0.109)
O (-4.866, -0.592, 0.945)
C (-5.238, 0.371, 1.904)
C (-3.526, -1.305, -0.818)
H (-2.340, -3.797, -3.552)
H (-2.728, -3.817, -1.813)
H (-3.865, -3.079, -2.977)
H (-0.950, 0.194, -2.397)
H (-0.638, 2.275, -1.550)
H (-0.402, 5.032, -0.488)
H (0.482, 4.364, 0.898)
H (2.697, 2.778, -2.616)
H (4.696, -0.120, -2.268)
H (0.876, 2.055, 1.212)
H (1.440, -1.788, 3.529)
H (3.105, -1.263, 3.768)
H (2.770, -2.924, 3.253)
H (1.803, -3.326, 0.909)
H (0.534, -2.126, 1.201)
H (1.597, -1.962, -0.197)
H (4.262, -2.596, 1.102)
H (4.636, -1.030, 1.830)
H (-3.320, 1.657, 0.846)
H (-4.416, 0.592, 2.591)
H (-5.573, 1.298, 1.430)
H (-6.064, -0.071, 2.458)
H (-4.120, -2.203, -0.797)